Record 1
ORCA calculation (ωB97M-V/def2-TZVPD) on a 2-piece molecular cluster, C2H5BrFPS2 overall in a non-equilibrium geometry.

XYZ file:
```
12
C2H5BrFPS2, DFT ωB97M-V/def2-TZVPD
C 0.01871 -0.01682 -1.36330
C 0.96519 -0.80045 -0.46565
F -0.87129 -0.88989 -2.02891
P -0.69889 1.60327 2.74382
S -1.42190 0.57223 4.53863
S 0.07116 -1.37969 0.96796
Br 1.29815 2.18353 3.42829
H -0.66797 0.75589 -0.73085
H 0.38626 0.42289 -2.25480
H 1.39140 -1.76356 -0.74995
H 1.63985 -0.10566 -0.19853
H -2.71297 0.30896 3.88719
```

lowest unoccupied orbital energy (alpha / beta)	-1.9 / -1.4	eV
spin multiplicity	1
energy above the lowest of the compared OMol25 structures with the same formula, charge and spin	64.05	kcal per mole
HOMO energy (alpha / beta)	-8.19 / -9.32	eV

Record 2
ORCA calculation (ωB97M-V/def2-TZVPD) on C36H37F3N5O3P2S5Tl as an isolated structure.

XYZ file:
```
92
C36H37F3N5O3P2S5Tl, DFT ωB97M-V/def2-TZVPD
Tl -0.56900 -0.67190 -1.04933
S -1.77831 -0.20168 2.21960
C -1.95840 -1.86084 2.56716
S -3.00069 -1.62258 1.22433
C -1.51856 -2.81970 3.38757
C -1.91841 -4.17917 3.17907
N -2.24476 -5.26180 2.97387
C -0.55993 -2.50270 4.40481
N 0.20822 -2.20898 5.20714
C 7.83537 2.65559 0.20573
S 6.87741 3.14399 -1.23936
C 5.60480 4.12498 -0.39931
C 4.50898 3.31042 0.27399
C 3.61246 2.60934 -0.73504
N 2.52752 1.86460 -0.07220
P 2.55072 0.15724 0.05896
C 4.14690 -0.23800 0.84215
C 5.35774 -0.30333 0.15552
C 6.52978 -0.61592 0.82840
C 6.50486 -0.85888 2.19533
C 5.30295 -0.80044 2.88832
C 4.12945 -0.50252 2.21133
C 2.78840 -0.48174 -1.63866
C 2.50194 0.26660 -2.77840
C 2.46926 -0.33120 -4.03423
C 2.72926 -1.68549 -4.16682
C 3.02567 -2.44186 -3.03688
C 3.04759 -1.84987 -1.78554
P 0.84274 2.28037 -0.23878
C 0.86654 3.98637 -0.85779
C 1.33107 5.06274 -0.10024
C 1.34467 6.33541 -0.64211
C 0.88118 6.54446 -1.93864
C 0.40031 5.48364 -2.68800
C 0.39500 4.20186 -2.14860
C 0.29303 2.53939 1.49016
C -0.91967 3.20887 1.67319
C -1.43815 3.39355 2.94449
C -0.77177 2.87575 4.05044
C 0.42665 2.19815 3.87549
C 0.96459 2.04636 2.60120
H 8.65155 2.02261 -0.13956
H 7.23448 2.08324 0.91114
H 8.25932 3.52844 0.70172
H 5.17596 4.79057 -1.15201
H 6.11516 4.76006 0.32661
H 3.88958 3.98207 0.87576
H 4.93939 2.57677 0.96158
H 4.20053 1.92890 -1.35614
H 3.19017 3.35953 -1.40938
H 5.38993 -0.11348 -0.91055
H 7.46427 -0.66331 0.28401
H 7.42131 -1.09886 2.71933
H 5.27619 -1.00360 3.95098
H 3.18597 -0.49700 2.74583
H 2.28017 1.32420 -2.69473
H 2.23242 0.26568 -4.90514
H 2.70493 -2.14990 -5.14387
H 3.24219 -3.49867 -3.13700
H 3.26431 -2.45128 -0.90937
H 1.65933 4.90213 0.92058
H 1.69832 7.17069 -0.05138
H 0.88087 7.54379 -2.35470
H 0.01265 5.64902 -3.68426
H -0.00484 3.37090 -2.71956
H -1.46241 3.59779 0.81882
H -2.37302 3.92393 3.07007
H -1.18654 2.99907 5.04250
H 0.95373 1.79654 4.73170
H 1.91592 1.54184 2.48092
C 2.74171 -6.31053 0.59214
N 2.47431 -4.88170 0.67485
C 1.30574 -4.23351 0.48829
S 1.08451 -2.71427 1.19384
N 0.33124 -4.77586 -0.26594
C 0.40824 -5.83531 -1.25840
H 3.75576 -6.46782 0.95116
H 2.69772 -6.68237 -0.42702
H 2.06208 -6.88777 1.22230
H 3.07840 -4.35670 1.28740
H -0.48118 -4.18334 -0.30396
H 0.51083 -6.82110 -0.80990
H 1.22232 -5.66552 -1.96507
H -0.52666 -5.82303 -1.81310
F -5.20918 0.85714 -1.62442
C -4.12192 0.72791 -2.38791
F -3.77995 -0.57647 -2.39187
F -4.43492 1.07327 -3.63503
S -2.74012 1.74091 -1.74538
O -3.22844 3.08862 -1.73991
O -1.65405 1.43433 -2.66603
O -2.51782 1.14231 -0.42482
```

lowest unoccupied orbital energy	-1.0	eV
spin multiplicity	1
energy above the lowest of the compared OMol25 structures with the same formula, charge and spin	0.85	kcal per mole
HOMO energy	-7.91	eV

Record 3
ORCA calculation (ωB97M-V/def2-TZVPD) on C27H63N9O9Y as an isolated structure in a non-equilibrium geometry.

XYZ file:
```
109
C27H63N9O9Y, DFT ωB97M-V/def2-TZVPD
Y -21.22797 -0.13385 0.38484
C -19.29614 -2.65252 1.44862
O -19.70791 -1.45302 1.66475
N -18.74461 -3.41118 2.34650
C -18.01269 -4.63522 1.89848
C -18.58253 -2.97825 3.74085
H -19.26179 -3.05886 0.45346
H -18.13282 -4.72626 0.86966
H -18.42833 -5.50050 2.43489
H -16.96080 -4.40941 2.04140
H -19.36884 -2.28181 4.04390
H -18.65174 -3.88728 4.34631
H -17.64974 -2.41640 3.84107
C -18.35582 1.30226 1.45385
O -19.09235 1.05030 0.44999
N -17.32566 2.08748 1.48289
C -16.54496 2.39236 2.70134
C -16.95850 2.81710 0.26989
H -18.71410 0.92199 2.38916
H -16.46620 1.43425 3.19652
H -17.03504 3.18665 3.24647
H -15.53784 2.74154 2.39040
H -17.68446 2.64337 -0.47954
H -16.99665 3.86259 0.54940
H -15.96416 2.48499 0.01296
C -23.18033 2.65190 0.69613
O -23.26464 1.39208 0.63451
N -24.23876 3.45767 0.81955
C -24.10267 4.85016 1.17933
C -25.64986 2.94296 0.88783
H -22.21245 3.12805 0.57790
H -24.42218 5.53686 0.39552
H -23.08973 5.07013 1.48068
H -24.63274 5.14519 2.08319
H -25.69967 2.06479 0.25737
H -25.85022 2.52844 1.91915
H -26.33476 3.70196 0.64846
C -21.69405 -4.06777 -0.80563
O -21.64113 -3.15092 -0.02736
N -21.63844 -5.35988 -0.46359
C -21.88838 -6.41240 -1.48844
C -21.44477 -5.76303 0.90899
H -21.86486 -3.86886 -1.86511
H -22.72717 -6.97876 -1.06118
H -20.99557 -7.07453 -1.61235
H -22.10358 -5.91596 -2.41833
H -20.96870 -4.91403 1.42879
H -22.44826 -6.07629 1.28262
H -20.67344 -6.52093 1.02004
C -23.49790 0.10068 -1.85363
O -22.88775 -0.74301 -1.14441
N -24.53840 -0.31273 -2.57744
C -25.21607 0.59221 -3.45306
C -24.89585 -1.75618 -2.51441
H -23.20643 1.17080 -1.71328
H -24.89957 1.63636 -3.21828
H -26.25811 0.57735 -3.27757
H -24.99960 0.37155 -4.51478
H -24.68293 -2.09710 -1.49835
H -25.95067 -1.95339 -2.74006
H -24.24432 -2.30729 -3.18644
C -18.76446 -0.93201 -1.75570
O -19.99695 -1.06427 -1.51396
N -18.22475 -1.22684 -2.92457
C -16.83941 -0.96336 -3.20360
C -19.01051 -1.66415 -4.08884
H -18.02777 -0.53978 -1.03199
H -16.62739 -0.32502 -4.02412
H -16.31254 -1.90319 -3.39214
H -16.41673 -0.35887 -2.31860
H -19.94026 -2.05407 -3.74314
H -19.02165 -0.78095 -4.80721
H -18.57761 -2.51973 -4.56290
C -23.53032 -2.02213 1.68630
O -22.67300 -1.11307 1.85419
N -24.64746 -2.12167 2.38043
C -25.45036 -3.38595 2.31457
C -25.05872 -1.02825 3.23885
H -23.37407 -2.81841 0.95572
H -26.49137 -3.07506 1.96507
H -25.48054 -3.92095 3.26656
H -25.02534 -4.02618 1.52168
H -24.68661 -1.27186 4.26989
H -24.57594 -0.15351 2.83093
H -26.11811 -1.02145 3.32468
C -20.88017 1.90631 -2.37410
O -21.09838 1.68633 -1.16866
N -20.62335 3.11740 -2.85013
C -20.25658 3.36252 -4.19181
C -20.56911 4.27450 -1.92887
H -20.89916 1.09578 -3.18986
H -20.97122 4.07162 -4.62275
H -20.13706 2.44196 -4.70076
H -19.27707 3.81437 -4.16283
H -21.49044 4.41861 -1.35462
H -19.70094 4.17419 -1.25570
H -20.45492 5.23228 -2.46572
C -21.68780 1.17305 3.39311
O -20.91646 1.04197 2.41501
N -21.36761 1.56808 4.60388
C -22.33680 1.81142 5.60409
C -19.88241 1.69973 4.98085
H -22.73293 1.00064 3.32891
H -22.53263 2.83102 5.78569
H -21.99648 1.37452 6.56832
H -23.27418 1.32241 5.43230
H -19.35466 0.94505 4.34431
H -19.44851 2.69167 5.02165
H -19.78510 1.33330 6.00085
```

net charge	+3
lowest unoccupied orbital energy	-5.7	eV
spin multiplicity	1
energy above the lowest of the compared OMol25 structures with the same formula, charge and spin	38.42	kcal per mole
HOMO energy	-15.97	eV